[1]
112
Properties=species:S:1:pos:R:3:mulliken_charge:R:1 method="wB97M-V/def2-TZVPD" smiles="CCCCCCCCc1c2c(cc(O)c1/C(Cl)=C(/C)Cl)C(=O)N(CCC(F)(F)F)C2=O.c1ccncc1.c1ccncc1.c1ccncc1.c1ccncc1.c1ccncc1" homo_lumo_gap_ev=8.6722
Cl 4.77 2.93 -2.46 -0.135
Cl 1.67 3.87 0.56 -0.126
F -0.39 0.33 1.78 -0.219
F -2.09 1.71 2.00 -0.334
F -0.84 1.94 0.22 -0.126
O -1.86 -1.37 -3.00 -0.512
O 1.28 3.40 -3.45 -0.541
O 1.16 -2.33 0.13 -0.510
N -3.58 0.90 -7.73 -0.604
N -1.08 -2.76 5.09 -0.354
N -0.80 -1.64 -0.89 0.355
N -6.60 5.63 0.60 -0.559
N -3.09 6.23 -1.88 -0.426
N 2.95 -6.70 3.73 -0.284
C 4.49 -8.19 2.64 -0.777
C -3.61 5.70 -4.17 -0.540
C 0.01 0.10 -2.19 0.411
C -1.66 4.77 -3.14 0.054
C -3.95 1.58 -6.64 -0.356
C -5.46 5.39 -0.07 -0.355
C -1.91 -2.88 6.13 -0.282
C -2.48 4.90 -4.25 -0.370
C -3.65 -0.30 -5.22 -0.186
C -5.84 3.05 -0.11 -0.413
C -7.35 4.58 0.91 -0.295
C 4.49 -2.35 2.24 -0.540
C 1.24 2.22 -2.68 0.439
C -1.04 -1.05 -2.19 -0.486
C -2.35 0.03 0.32 -0.534
C 3.71 -9.28 3.00 -0.118
C 3.33 3.00 -1.37 -0.914
C -3.86 6.34 -2.97 -0.303
C -7.02 3.27 0.58 -0.401
C -1.85 -1.45 0.13 -0.946
C 2.10 -2.51 3.26 -0.844
C -3.27 -1.03 -6.33 -0.398
C 2.13 0.74 -0.81 0.741
C 4.68 -2.79 0.74 -0.040
C -2.01 5.45 -1.98 -0.628
C 2.23 1.96 -1.62 0.007
C 2.21 -7.77 4.05 -0.215
C 0.12 1.31 -2.98 -0.645
C -3.25 -0.38 -7.56 -0.251
C -2.66 -1.84 6.64 -0.377
C -2.55 -0.60 6.04 -0.331
C 0.58 -1.50 -0.50 -0.599
C 1.01 -0.15 -1.13 0.885
C 5.07 -0.82 -0.95 -0.778
C 4.27 4.99 -0.06 -1.186
C 4.60 0.34 0.02 -0.960
C 2.55 -9.07 3.72 -0.488
C 3.07 0.35 0.36 0.602
C 5.77 -1.95 -0.05 -1.094
C -0.99 -1.55 4.53 0.209
C 4.07 -6.93 3.03 0.107
C 3.19 3.92 -0.39 0.424
C -5.04 4.13 -0.44 0.046
C -1.35 0.98 1.06 0.778
C -4.00 1.03 -5.37 -0.317
C -1.70 -0.45 4.96 -0.796
C 3.45 -3.31 2.99 -0.242
H 2.79 0.97 1.25 0.642
H 1.98 -1.77 2.43 -0.070
H -8.27 4.80 1.45 0.349
H 1.91 -9.89 4.01 0.345
H 3.83 -3.62 4.00 0.258
H 4.65 -6.05 2.78 0.349
H 1.22 -3.19 3.36 0.429
H 2.81 -0.72 0.63 -1.226
H -4.31 1.64 -4.52 0.482
H 6.47 -1.48 0.69 0.423
H 4.00 -10.29 2.71 0.374
H 3.23 -4.24 2.41 0.121
H -3.27 -0.01 0.96 0.417
H 5.26 4.52 -0.32 0.387
H -2.67 0.51 -0.65 0.264
H 4.12 5.97 -0.58 0.270
H -0.77 4.15 -3.16 0.445
H 1.89 3.17 -4.18 0.355
H 4.95 -3.88 0.73 0.531
H 2.20 -1.92 4.21 0.309
H -0.64 1.52 -3.76 0.693
H 1.31 -7.55 4.62 0.378
H 5.41 -8.32 2.08 0.346
H -4.22 2.62 -6.82 0.443
H -0.31 -1.49 3.68 0.406
H 4.26 -1.24 -1.59 0.325
H 6.42 -2.62 -0.69 0.332
H -3.32 -2.00 7.49 0.370
H -4.73 6.98 -2.85 0.330
H -3.68 -0.76 -4.24 0.444
H -1.41 5.38 -1.09 0.459
H -2.99 -2.07 -6.25 0.385
H 4.08 -1.31 2.37 0.200
H -3.12 0.25 6.41 0.395
H -4.87 6.27 -0.30 0.596
H 5.91 -0.40 -1.57 0.353
H -2.24 4.38 -5.17 0.495
H -2.75 -2.04 -0.21 0.381
H -2.95 -0.91 -8.46 0.364
H -1.58 0.51 4.47 0.396
H -1.57 -1.88 1.13 0.401
H -7.67 2.45 0.86 0.373
H 5.00 1.31 -0.38 0.548
H -4.27 5.83 -5.01 0.418
H 3.71 -2.68 0.19 -0.098
H 5.47 -2.43 2.78 0.493
H -5.55 2.04 -0.38 0.400
H -1.96 -3.87 6.57 0.363
H 4.27 5.11 1.06 0.348
H 5.14 0.18 1.00 0.612
H -4.11 3.99 -0.98 0.276

[2]
118
Properties=species:S:1:pos:R:3:mulliken_charge:R:1 method="wB97M-V/def2-TZVPD" charge=-2 homo_lumo_gap_ev=5.6547
I -0.60 4.68 1.78 -0.024
Sb -2.15 -5.30 3.25 0.697
Sb -4.48 -0.09 4.15 0.861
K -0.11 0.86 0.59 0.727
O -2.44 -0.59 0.74 -0.479
O 3.15 0.02 -0.09 -0.511
O -3.06 6.50 -0.62 -0.711
O -4.34 -0.90 -0.43 -0.806
O 1.78 0.09 2.45 -0.454
O -2.72 0.41 -2.47 -0.828
O -2.21 1.75 -0.79 -0.748
N 3.77 6.76 -2.87 -0.038
N 0.30 -1.86 -4.56 0.930
N -0.10 -1.76 -2.21 1.628
N 0.29 -1.28 -5.78 -0.696
N 1.07 2.33 -1.67 0.221
N 2.14 6.43 -4.44 -0.547
N -3.17 4.30 -1.24 -0.209
N -0.26 -3.23 -0.55 -0.416
N 1.00 -2.02 -6.60 -0.786
C -2.95 -2.51 5.59 0.882
C 0.98 -1.59 -1.44 -0.155
C -3.36 -4.93 5.02 -1.673
C 2.14 4.74 -2.70 0.961
C 1.17 -4.01 -3.69 0.045
C -0.85 -3.27 7.35 -0.620
C 3.18 -0.64 4.22 -0.902
C 0.57 2.93 -2.78 -0.690
C -2.10 -3.23 -2.07 -1.643
C -3.29 -0.40 -0.19 0.724
C 1.01 4.12 -3.29 -0.684
C -4.03 -2.17 4.64 -0.353
C 0.91 -2.41 -0.35 -0.950
C 2.79 -0.56 2.84 0.020
C 4.10 -2.09 -0.54 -1.589
C 2.23 -4.20 -6.27 -0.690
C 1.01 -2.97 -4.59 1.476
C -1.65 -4.24 6.74 -0.591
C -1.24 -3.41 2.87 -0.338
C -3.57 -4.88 1.68 -0.911
C -2.76 0.66 -1.24 0.286
C 2.91 8.25 -5.95 -0.691
C -2.54 5.39 -0.72 0.514
C 3.59 -0.97 0.45 0.711
C 4.86 -1.88 2.43 -0.464
C -2.11 -1.58 6.11 -0.621
C -1.07 5.14 -0.30 0.189
C 3.83 9.21 -6.15 -0.376
C 1.53 -3.05 -5.86 -0.272
C 3.72 -1.18 1.90 0.596
C -5.77 -0.54 2.54 -1.021
C 2.44 -5.22 -5.37 -0.575
C -2.69 -3.90 5.86 0.751
C 5.18 -1.94 3.78 -0.957
C -0.42 -1.10 -3.48 -0.876
C -6.12 -0.05 5.49 -1.427
C 1.87 -5.12 -4.09 -1.095
C 3.03 7.45 -4.80 0.493
C -0.83 -2.78 -1.60 0.312
C -1.04 -1.95 7.00 -0.674
C 4.07 7.67 -3.84 0.429
C 2.17 2.94 -1.08 -0.473
C 4.80 9.46 -5.19 -0.244
C 4.95 8.70 -4.02 -0.945
C 2.67 6.00 -3.28 -0.125
C 2.69 4.13 -1.51 -0.952
C 4.30 -1.28 4.64 -0.091
H -1.07 -3.36 1.80 -0.166
H -0.39 -3.13 3.45 0.561
H 3.63 -2.09 -1.52 0.337
H 3.69 9.85 -7.07 0.268
H -1.96 -3.51 -3.12 0.385
H -1.92 -2.57 3.04 -0.039
H 1.99 -5.90 -3.42 0.512
H 2.74 -6.16 -5.81 0.330
H -0.11 -0.04 -3.52 -0.200
H 5.95 -2.53 4.24 0.335
H -3.80 -2.60 3.70 -0.626
H 2.67 0.02 4.83 0.536
H 5.44 -2.26 1.60 0.324
H 1.57 -2.44 0.54 0.222
H -4.40 -5.58 1.59 0.431
H -1.48 -5.31 6.98 0.276
H -3.71 -3.80 1.75 0.096
H -4.13 4.36 -1.58 0.214
H -2.67 3.36 -1.01 0.353
H -6.47 1.02 5.47 0.344
H 5.19 -1.92 -0.71 0.515
H 4.36 6.38 -2.13 0.250
H 4.55 -1.27 5.73 0.272
H 0.86 -3.98 -2.64 0.495
H 0.02 -3.61 7.87 0.378
H 5.73 8.92 -3.33 0.430
H 1.67 -0.79 -1.63 0.695
H -6.96 -0.68 5.28 0.384
H 5.46 10.38 -5.31 0.252
H 0.72 4.52 -4.24 0.553
H -3.07 -4.94 0.69 0.180
H 4.10 -3.08 -0.16 0.367
H 3.59 4.57 -1.12 0.260
H -6.50 0.28 2.40 0.375
H -0.45 6.02 -0.30 0.466
H 2.67 -4.37 -7.22 0.418
H -2.27 -0.57 5.80 0.355
H -6.41 -1.42 2.77 0.360
H -2.91 -2.48 -1.93 0.037
H 2.66 2.41 -0.30 0.564
H -4.98 -2.60 5.04 0.464
H -1.56 -1.07 -3.54 0.352
H -5.26 -0.63 1.61 0.117
H -0.61 4.30 -0.81 -0.601
H -0.29 2.52 -3.23 0.509
H -2.37 -4.18 -1.60 0.306
H -4.38 -4.83 4.79 0.503
H -0.38 -1.12 7.31 0.324
H 2.11 8.12 -6.58 0.507
H -5.78 -0.22 6.50 0.386
H -3.27 -5.84 5.65 0.508

[3]
108
Properties=species:S:1:pos:R:3:mulliken_spin:R:1 method="wB97M-V/def2-TZVPD" spin_multiplicity=3 homo_lumo_gap_ev="6.0935 / 7.0196"
Pt 0.32 0.19 0.56 0.906
Se 1.07 2.86 0.48 0.145
S -0.93 -2.64 -2.84 -0.001
S 0.04 0.65 -1.87 0.096
P -1.94 0.40 1.09 0.191
P -0.35 -0.78 -3.31 0.017
O -0.52 -4.17 0.71 0.007
N 3.63 2.36 1.71 0.014
N 0.25 -2.10 0.48 0.061
N 3.68 2.11 -0.42 0.016
C 0.91 -4.31 0.52 -0.005
C 1.79 -0.37 5.01 -0.003
C -2.79 -0.72 -4.81 0.002
C -3.91 2.71 3.88 -0.007
C 1.44 -1.94 -5.17 -0.001
C 0.97 -1.54 5.57 -0.001
C 2.41 -1.91 -6.14 0.000
C 2.59 0.47 -5.88 0.001
C -3.53 2.12 2.71 0.020
C 1.02 -0.08 2.46 0.193
C 1.43 -0.21 3.60 0.024
C -2.76 -1.25 0.97 -0.029
C 3.50 -1.39 0.50 0.018
C 2.85 2.38 0.62 0.053
C -3.56 0.87 -1.18 0.012
C 2.54 -2.36 -1.61 -0.011
C -4.14 -1.17 1.21 -0.002
C -3.67 1.27 -5.81 0.001
C -2.52 2.78 -0.17 0.024
C -2.48 1.21 5.08 -0.012
C -3.10 -3.56 0.36 -0.006
C -3.74 -0.09 -5.59 0.000
C -2.61 1.99 -5.31 0.001
C -4.46 -3.43 0.48 0.001
C -4.98 -2.23 0.97 0.001
C -2.78 1.41 -0.16 0.049
C -2.21 -2.49 0.58 0.014
C 3.00 -0.72 -6.49 0.000
C 0.98 -0.75 -4.58 -0.003
C -2.55 1.12 2.67 0.008
C -4.05 1.68 -2.20 -0.008
C -3.39 2.25 5.09 0.016
C -1.62 1.36 -4.57 0.003
C 3.28 2.03 -1.82 0.009
C -2.02 0.65 3.88 0.014
C 4.93 2.12 1.35 0.012
C 1.42 0.90 5.76 0.001
C 2.73 -2.56 -0.10 0.021
C 1.55 0.47 -4.96 0.003
C 1.45 -2.90 0.72 -0.018
C -1.70 0.00 -4.29 -0.004
C 3.28 -0.67 5.12 0.000
C -0.76 -2.85 0.54 0.000
C 4.96 1.93 0.02 0.001
C 3.20 2.69 3.06 0.007
C -3.80 3.05 -2.18 0.015
C -3.06 3.60 -1.15 -0.004
H 3.11 1.36 -6.11 0.000
H -2.55 3.08 -5.48 0.000
H -4.55 -0.24 1.58 0.003
H 2.87 2.99 -2.09 0.000
H 5.75 2.06 2.04 0.003
H -4.14 3.68 -2.98 0.001
H 1.69 -2.72 1.79 0.008
H 1.24 -5.06 1.23 0.001
H 4.15 1.78 -2.43 0.000
H 1.06 -4.64 -0.52 -0.001
H -1.89 3.23 0.57 -0.002
H 2.22 2.25 3.24 0.001
H -4.56 -0.67 -6.00 0.000
H -3.81 -0.21 -1.17 0.001
H 2.52 1.28 -1.89 0.000
H -0.78 1.95 -4.16 -0.003
H 0.39 1.18 5.57 -0.001
H -2.65 -4.49 -0.02 0.001
H 2.06 1.75 5.49 0.001
H -4.61 1.27 -3.03 0.000
H 2.73 -2.84 -6.63 0.000
H -5.16 -4.24 0.29 0.000
H -3.99 2.48 1.80 0.003
H -4.72 3.46 3.89 0.000
H 3.32 -3.44 0.06 0.000
H 3.48 -1.62 4.59 0.000
H 1.89 -3.11 -2.05 0.000
H -1.23 -0.11 3.87 0.019
H 3.79 -0.67 -7.23 0.000
H -4.44 1.75 -6.44 0.000
H 1.19 -1.70 6.61 0.000
H 3.96 2.31 3.76 0.001
H 5.76 1.66 -0.65 0.001
H -6.06 -2.13 1.11 -0.001
H 2.83 -0.50 0.62 0.087
H 3.92 -1.61 1.48 0.003
H 1.23 1.40 -4.49 0.002
H -2.08 0.83 6.04 0.000
H 0.99 -2.88 -4.83 0.000
H -2.82 4.66 -1.17 0.001
H 1.24 -2.46 5.04 0.000
H 1.56 0.73 6.84 0.000
H 3.64 -0.77 6.13 0.000
H 4.33 -1.09 -0.13 -0.003
H 3.50 -2.36 -2.08 0.000
H -3.73 2.66 6.02 0.002
H -0.09 -1.37 5.43 0.000
H -2.89 -1.78 -4.60 0.000
H 3.16 3.76 3.18 -0.005
H 2.04 -1.42 -1.81 0.012
H 3.84 0.14 4.59 0.000

For reference, relative energy (zero: lowest compared OMol25 entry of this formula, charge and spin) by record: 0.0, 195.5, 0.0 kJ/mol.
For reference, total energy by record: -97844.216, -114812.154, -164926.212 eV.